# 1
C6H8 | ωB97M-V/def2-TZVPD

Gap between HOMO and LUMO, eV: 10.05
Energy above the lowest of the compared OMol25 structures with the same formula, charge and spin, kcal per mole: 47.5
LUMO energy, eV: 1.19
HOMO energy, Eh: -0.32543

Each line ends with the natural charge from an NBO analysis.
Cartesian coordinates (Å):
C  -1.62534  0.38640  0.01493  -0.38
C  -0.34951  0.53560  -0.78593  -0.24
C  1.02437  0.86097  -0.19554  -0.44
C  1.32055  -0.35323  0.67671  -0.19
C  0.24850  -1.12497  0.80430  -0.20
C  -0.71708  -0.81943  -0.27267  -0.31
H  -1.60489  0.73464  1.05325  0.22
H  -2.56379  0.64876  -0.47892  0.22
H  -0.53278  0.78938  -1.83121  0.22
H  1.06502  1.78820  0.39352  0.21
H  1.74642  0.97307  -1.01130  0.21
H  2.30985  -0.62531  1.01365  0.21
H  0.05656  -2.02812  1.37895  0.21
H  -0.37788  -1.76597  -0.75974  0.26

# 2
C19H24N2O5S | ωB97M-V/def2-TZVPD

Gap between HOMO and LUMO, eV: 9.50
Energy above the lowest of the compared OMol25 structures with the same formula, charge and spin, kcal per mole: 75.1
LUMO energy, eV: 0.10
HOMO energy, Eh: -0.34530

Each line ends with the natural charge from an NBO analysis.
Cartesian coordinates (Å):
C  4.16896  -1.84263  1.56143  -0.65
C  5.34012  -1.08951  1.05481  0.17
N  6.46592  -1.02258  1.71213  -0.14
O  7.31927  -0.25173  0.99386  -0.27
C  6.71103  0.16966  -0.12341  0.36
C  5.43803  -0.33846  -0.15537  -0.21
C  4.38730  -0.15250  -1.19366  -0.10
H  4.77926  0.42453  -2.03529  0.20
H  4.01446  -1.12102  -1.54798  0.23
O  3.28451  0.58682  -0.65654  -0.51
C  2.11487  -0.04752  -0.52873  0.79
O  1.91674  -1.18203  -0.88730  -0.60
C  1.07914  0.81199  0.10337  -0.17
C  1.32156  2.14487  0.43090  -0.14
C  0.32608  2.90819  1.01455  -0.22
C  -0.91551  2.34749  1.27631  -0.19
C  -1.14800  1.02422  0.95123  -0.25
C  -0.16669  0.24992  0.37111  -0.16
H  -0.35876  -0.78270  0.12652  0.25
S  -2.73918  0.27059  1.31999  2.31
O  -3.65763  1.33536  1.62651  -0.95
O  -2.54017  -0.75242  2.30168  -0.94
N  -3.06890  -0.45799  -0.13316  -0.70
C  -3.37855  0.45189  -1.21128  -0.22
H  -3.20855  1.45378  -0.80920  0.22
C  -4.80509  0.36164  -1.76092  -0.41
H  -4.97409  1.25583  -2.36421  0.22
H  -4.89038  -0.50026  -2.42630  0.20
C  -5.86729  0.26331  -0.66421  -0.42
H  -5.54753  0.84094  0.20467  0.23
C  -6.14725  -1.18109  -0.24874  -0.39
C  -5.03214  -1.80652  0.58465  -0.41
H  -4.94166  -1.27630  1.53444  0.21
C  -3.65610  -1.77932  -0.08489  -0.22
H  -3.69863  -2.17342  -1.10257  0.20
H  -2.97040  -2.39357  0.50385  0.23
H  -5.28981  -2.84551  0.80199  0.21
H  -7.06654  -1.20686  0.34055  0.21
H  -6.31544  -1.78545  -1.14508  0.19
H  -6.79712  0.69968  -1.03573  0.21
H  -2.66157  0.28661  -2.02763  0.20
H  -1.71364  2.91578  1.72809  0.25
H  0.51600  3.94014  1.26748  0.22
H  2.29044  2.57206  0.22466  0.23
C  7.47282  1.02705  -1.06453  -0.67
H  8.37934  1.37494  -0.57733  0.24
H  6.87244  1.88143  -1.36904  0.23
H  7.74769  0.46269  -1.95490  0.23
H  4.48305  -2.51613  2.35299  0.24
H  3.42832  -1.15051  1.96324  0.23
H  3.69926  -2.40540  0.75702  0.24

# 3
CH3NO6S2 | ωB97M-V/def2-TZVPD

Gap between HOMO and LUMO, eV: 7.31
LUMO energy, eV: 6.29
Charge: -2
HOMO energy, Eh: -0.03751

Each line ends with the natural charge from an NBO analysis.
Cartesian coordinates (Å):
C  -1.46478  -0.24675  0.29530  -0.43
N  -0.14445  0.19962  0.80800  -0.84
O  2.20937  -1.50436  0.93479  -0.99
O  -0.46706  2.64333  0.38413  -1.09
O  0.24511  -2.29743  -0.27536  -1.04
O  1.82741  -0.78362  -1.37399  -0.94
O  -0.07312  1.16877  -1.50956  -1.04
O  1.76188  1.60451  0.15630  -1.03
S  1.26589  -1.22857  -0.11413  2.40
S  0.32553  1.45430  -0.12378  2.45
H  -1.55450  -0.71383  -0.59305  0.20
H  -1.92387  -0.96615  1.02298  0.15
H  -2.00743  0.67016  0.38836  0.20